Entry 1:
DFT (the ωB97M-V functional and the def2-TZVPD basis) results for a single C6H10 molecule at a distorted geometry.

Gap between HOMO and LUMO ... 9.4197 eV
Total energy ... -234.56054 Ha

Geometry as XYZ:
```
16
C6H10 | the Open Molecules 2025 dataset | the ωB97M-V functional and the def2-TZVPD basis
C 0.368 -2.685 0.546
C -0.212 -1.562 0.136
C 0.525 -0.280 0.220
C -0.034 0.904 -0.069
C -1.206 1.006 -1.018
C 0.656 2.186 0.301
H 1.305 -2.649 1.087
H -0.062 -3.675 0.465
H -1.087 -1.643 -0.497
H 1.273 -0.344 1.005
H -1.028 0.410 -1.907
H -1.481 2.032 -1.225
H -2.035 0.535 -0.477
H 1.102 2.659 -0.578
H 1.545 1.977 0.906
H -0.010 2.831 0.868
```


Entry 2:
DFT (the ωB97M-V functional and the def2-TZVPD basis) results for a molecular structure, C40H99BN9O17Pb at a distorted geometry.

Gap between HOMO and LUMO ... 3.3163 eV
Total energy ... -3572.63671 Ha
Charge ... +1

Geometry as XYZ:
```
167
C40H99BN9O17Pb | the Open Molecules 2025 dataset | the ωB97M-V functional and the def2-TZVPD basis
Pb -2.805 7.452 3.611
O -10.906 2.720 2.481
C -9.804 3.070 2.041
O -8.613 2.811 2.649
B -7.507 3.562 1.914
O -8.115 3.822 0.563
C -9.482 3.689 0.616
O -10.365 4.011 -0.225
O -6.299 2.706 1.822
C -5.237 3.350 2.180
O -4.052 2.877 2.156
C -5.620 4.691 2.738
O -7.005 4.738 2.659
O -4.803 5.522 3.111
C 0.061 4.860 1.015
C -1.452 5.349 0.932
C -2.272 4.541 -0.104
O -3.629 4.925 -0.134
C -4.358 4.486 -1.268
N -2.084 5.216 2.256
H 0.575 5.112 0.088
H 0.104 3.772 1.075
H 0.573 5.286 1.878
H -1.517 6.362 0.535
H -2.182 3.466 0.053
H -1.781 4.841 -1.030
H -3.956 3.727 -1.938
H -4.387 5.345 -1.938
H -5.407 4.455 -0.974
H -1.602 4.393 2.588
H -2.951 4.803 1.942
C -12.916 6.570 5.144
C -12.907 5.912 3.736
C -11.579 6.145 2.982
O -11.521 7.484 2.608
C -10.256 7.831 2.076
N -13.266 4.528 3.903
H -11.990 6.341 5.671
H -13.754 6.388 5.817
H -12.889 7.643 4.958
H -13.687 6.481 3.232
H -11.488 5.621 2.031
H -10.705 5.904 3.588
H -10.304 8.800 1.579
H -10.071 7.193 1.212
H -9.468 7.715 2.820
H -13.845 4.124 3.181
H -12.347 4.113 3.848
C -10.377 7.101 -2.289
C -11.665 7.176 -1.549
C -12.685 7.831 -2.460
O -12.908 7.142 -3.716
C -13.858 7.842 -4.569
N -12.199 6.001 -1.015
H -10.401 6.700 -3.302
H -9.788 6.507 -1.591
H -9.951 8.098 -2.402
H -11.438 7.871 -0.740
H -12.392 8.871 -2.603
H -13.636 7.944 -1.939
H -14.610 8.302 -3.928
H -14.465 7.163 -5.169
H -13.471 8.643 -5.198
H -12.711 5.490 -1.720
H -11.457 5.432 -0.633
C -13.989 1.575 1.892
C -14.642 2.856 1.168
C -15.698 2.572 0.075
O -16.753 1.897 0.673
C -17.969 1.949 -0.029
N -15.267 3.830 2.165
H -14.674 0.743 2.054
H -13.665 1.861 2.893
H -13.099 1.290 1.331
H -13.848 3.354 0.611
H -15.362 2.099 -0.847
H -15.955 3.561 -0.306
H -17.741 2.153 -1.075
H -18.597 2.759 0.343
H -18.596 1.058 0.013
H -15.833 4.562 1.761
H -15.857 3.269 2.762
C -5.979 7.673 -0.036
C -5.139 8.194 1.153
C -6.111 8.366 2.450
O -5.312 8.298 3.644
C -5.934 8.806 4.851
N -3.847 7.408 1.196
H -6.743 8.440 -0.167
H -6.343 6.663 0.149
H -5.310 7.632 -0.896
H -4.742 9.185 0.937
H -6.992 7.733 2.548
H -6.581 9.350 2.445
H -6.719 8.144 5.217
H -6.310 9.821 4.723
H -5.186 8.797 5.644
H -4.168 6.510 0.863
H -3.295 7.845 0.472
C -10.022 3.626 9.701
C -10.860 2.533 9.024
C -10.529 2.499 7.551
O -10.419 3.790 6.956
C -10.077 3.754 5.588
N -10.661 1.264 9.751
H -10.020 3.518 10.785
H -10.432 4.633 9.626
H -9.008 3.590 9.303
H -11.920 2.725 9.193
H -11.196 1.837 6.998
H -9.523 2.097 7.434
H -10.848 3.121 5.150
H -9.050 3.453 5.379
H -10.088 4.813 5.331
H -10.975 1.475 10.688
H -9.695 1.248 10.046
C -13.868 -2.155 -2.038
C -13.407 -1.185 -3.043
C -12.768 0.172 -2.476
O -11.420 -0.092 -2.099
C -10.801 0.829 -1.235
N -12.495 -1.795 -3.961
H -14.753 -1.672 -1.625
H -13.177 -2.395 -1.230
H -14.172 -3.132 -2.415
H -14.176 -0.790 -3.707
H -13.443 0.509 -1.690
H -12.777 0.867 -3.315
H -10.224 0.296 -0.480
H -11.664 1.261 -0.729
H -10.149 1.588 -1.669
H -11.599 -1.919 -3.513
H -12.715 -2.749 -4.211
C -4.055 -0.211 -3.934
C -4.114 -1.223 -2.770
C -4.493 -0.677 -1.357
O -3.324 -0.343 -0.688
C -3.523 -0.093 0.650
N -4.964 -2.277 -3.234
H -4.982 0.221 -4.313
H -3.738 -0.741 -4.833
H -3.268 0.506 -3.703
H -3.101 -1.626 -2.780
H -4.934 -1.544 -0.866
H -5.244 0.106 -1.457
H -2.786 0.626 1.008
H -3.598 -0.919 1.357
H -4.460 0.435 0.827
H -5.353 -2.550 -2.342
H -5.678 -1.855 -3.810
C -11.177 0.089 4.563
C -12.259 -0.180 5.686
C -13.389 0.859 5.780
O -14.129 0.648 6.968
C -15.001 1.636 7.477
N -12.867 -1.474 5.358
H -10.452 -0.725 4.563
H -10.497 0.935 4.668
H -11.680 0.098 3.597
H -11.810 -0.103 6.677
H -14.065 1.007 4.938
H -13.007 1.880 5.783
H -15.304 1.286 8.464
H -15.837 1.628 6.778
H -14.452 2.569 7.605
H -13.370 -1.399 4.485
H -12.096 -2.063 5.079
```


Entry 3:
DFT (the ωB97M-V functional and the def2-TZVPD basis) results for a molecular structure, C41H36AsCaNO3S2.

Gap between HOMO and LUMO ... 6.9350 eV
Total energy ... -5574.38725 Ha

Geometry as XYZ:
```
85
C41H36AsCaNO3S2 | the Open Molecules 2025 dataset | the ωB97M-V functional and the def2-TZVPD basis
Ca 0.552 -0.997 -0.427
C 2.149 3.209 -0.693
C 2.716 2.032 0.048
C 2.347 1.761 1.363
C 2.923 0.717 2.086
C 2.568 0.485 3.526
C 3.879 -0.075 1.452
C 4.288 0.181 0.146
C 5.405 -0.611 -0.477
C 3.683 1.226 -0.550
H 2.914 3.973 -0.845
H 1.324 3.668 -0.147
H 1.770 2.903 -1.668
H 1.627 2.402 1.860
H 3.422 0.083 4.073
H 1.741 -0.222 3.621
H 2.265 1.417 4.004
H 4.351 -0.880 2.004
H 6.200 0.051 -0.825
H 5.067 -1.185 -1.340
H 5.837 -1.311 0.239
H 4.005 1.449 -1.563
O -0.362 -3.189 -0.667
C -1.382 -2.586 -0.249
O -1.754 -1.481 -0.744
C -2.045 -3.026 1.019
C -3.198 -3.796 1.039
C -3.790 -4.135 2.249
C -3.215 -3.692 3.432
C -2.066 -2.916 3.411
C -1.459 -2.562 2.207
S -0.030 -1.519 2.209
H -3.632 -4.130 0.104
H -4.688 -4.739 2.267
H -3.665 -3.955 4.382
H -1.624 -2.567 4.337
S 4.015 -3.451 -3.016
C 2.919 -2.203 -2.585
N 2.546 -2.148 -1.351
C 3.131 -3.184 -0.623
C 2.909 -3.447 0.731
C 3.581 -4.505 1.302
C 4.459 -5.301 0.554
C 4.672 -5.064 -0.786
C 3.992 -3.995 -1.370
H 2.580 -1.499 -3.333
H 2.203 -2.860 1.309
H 3.415 -4.732 2.347
H 4.969 -6.125 1.035
H 5.336 -5.689 -1.366
O -0.061 0.977 -1.471
As -1.544 1.661 -1.132
C -2.083 1.429 0.686
C -1.399 2.124 1.680
C -1.701 1.891 3.011
C -2.678 0.962 3.343
C -3.364 0.276 2.352
C -3.071 0.509 1.017
C -2.943 1.056 -2.297
C -2.757 -0.034 -3.133
C -3.787 -0.429 -3.974
C -4.992 0.258 -3.973
C -5.175 1.348 -3.133
C -4.146 1.753 -2.297
C -1.442 3.555 -1.449
C -2.107 4.469 -0.641
C -2.046 5.824 -0.941
C -1.327 6.260 -2.043
C -0.666 5.344 -2.852
C -0.724 3.992 -2.556
H -0.624 2.835 1.417
H -1.161 2.414 3.789
H -2.895 0.759 4.384
H -4.103 -0.469 2.615
H -3.569 -0.059 0.244
H -1.827 -0.585 -3.100
H -3.650 -1.283 -4.625
H -5.795 -0.057 -4.627
H -6.116 1.882 -3.132
H -4.289 2.611 -1.649
H -2.665 4.132 0.224
H -2.560 6.538 -0.309
H -1.279 7.317 -2.273
H -0.105 5.687 -3.711
H -0.203 3.274 -3.180
```


Entry 4:
DFT (the ωB97M-V functional and the def2-TZVPD basis) results for a molecular structure, C6H8NaO6 at a distorted geometry.

Gap between HOMO and LUMO (spin up / spin down) ... 6.8073 / 5.7187 eV
Total energy ... -847.13909 Ha
Multiplicity ... 2

Geometry as XYZ:
```
21
C6H8NaO6 | the Open Molecules 2025 dataset | the ωB97M-V functional and the def2-TZVPD basis
O -1.386 2.408 0.219
C -2.577 2.932 0.185
O -3.420 2.877 1.097
O -2.948 3.587 -0.823
C -1.074 1.492 1.299
H -1.105 2.049 2.245
H -1.843 0.708 1.319
C 0.300 0.917 1.057
H 0.972 1.703 0.684
H 0.691 0.601 2.036
O 0.129 -2.574 -1.709
C 1.387 -2.506 -1.745
C 0.338 -0.339 0.066
O 2.117 -3.495 -1.989
O 2.005 -1.375 -1.378
C 1.761 -0.864 -0.067
H -0.294 -1.110 0.530
H -0.012 0.020 -0.912
H 1.957 -1.657 0.667
H 2.489 -0.054 0.069
Na 0.513 -5.320 -2.850
```


Entry 5:
DFT (the ωB97M-V functional and the def2-TZVPD basis) results for a gas-phase ion, C5H12Cl2NO (charge +1) at a distorted geometry.

Gap between HOMO and LUMO ... 11.8671 eV
Total energy ... -1247.77408 Ha
Charge ... +1

Geometry as XYZ:
```
21
C5H12Cl2NO | the Open Molecules 2025 dataset | the ωB97M-V functional and the def2-TZVPD basis
C 0.449 0.446 -1.393
N 0.158 0.106 -0.031
C 1.189 0.839 0.790
C 0.184 -1.344 0.208
C -1.132 0.573 0.467
C -2.476 -0.128 -0.141
O -2.207 -0.522 -1.440
Cl -3.103 -1.570 0.766
Cl -3.778 1.164 0.058
H 0.063 -0.360 -2.182
H 0.052 1.373 -1.746
H 1.548 0.429 -1.518
H 1.244 0.481 1.848
H 2.146 0.661 0.330
H 1.135 1.900 0.888
H 1.086 -1.652 -0.152
H 0.137 -1.500 1.233
H -0.606 -1.818 -0.138
H -1.134 1.649 0.278
H -1.513 0.435 1.498
H -2.962 -0.634 -1.988
```


Entry 6:
DFT (the ωB97M-V functional and the def2-TZVPD basis) results for a gas-phase ion, C6H12NS (charge +1) at a distorted geometry.

Gap between HOMO and LUMO ... 9.5450 eV
Total energy ... -688.28357 Ha
Charge ... +1

Geometry as XYZ:
```
20
C6H12NS | the Open Molecules 2025 dataset | the ωB97M-V functional and the def2-TZVPD basis
C 0.052 -2.037 0.268
C 0.991 -2.493 -0.379
C -0.778 -1.465 1.300
C -1.112 0.077 1.259
C 0.075 0.960 0.894
C -0.502 1.066 -1.488
N 0.140 1.786 -0.362
S 0.641 0.123 -2.422
H 1.094 -0.842 -1.496
H 1.781 -2.897 -0.939
H -1.571 -2.118 1.343
H -0.194 -1.431 2.322
H -1.925 0.307 0.590
H -1.434 0.243 2.221
H 0.268 1.597 1.633
H 0.854 0.196 0.666
H -0.912 1.729 -2.101
H -0.421 2.609 -0.152
H 1.047 2.105 -0.715
H 1.905 0.484 -2.445
```


Entry 7:
DFT (the ωB97M-V functional and the def2-TZVPD basis) results for a molecular structure, C25H39AsN7O3W.

Gap between HOMO and LUMO ... 6.6804 eV
Total energy ... -3887.13283 Ha
Charge ... +3

Geometry as XYZ:
```
76
C25H39AsN7O3W | the Open Molecules 2025 dataset | the ωB97M-V functional and the def2-TZVPD basis
W -0.062 -0.243 -0.040
C 3.387 -2.600 1.350
N 3.256 -2.279 -0.066
C 4.224 -2.846 -1.027
C 3.921 -2.063 -2.308
N 3.128 -0.928 -1.799
C 2.753 0.161 -2.687
C 2.757 -1.150 -0.558
N 1.945 -0.282 0.189
C 2.670 0.965 0.557
C 1.621 1.950 1.036
N 0.440 1.756 0.169
C -0.405 2.819 -0.030
N -1.028 3.036 -1.182
C -0.900 2.291 -2.419
C -1.974 4.155 -1.063
C -1.548 4.800 0.258
N -0.720 3.747 0.874
C -0.403 3.790 2.294
H 3.649 -3.651 1.436
H 2.446 -2.435 1.865
H 4.179 -2.010 1.816
H 4.075 -3.918 -1.134
H 5.236 -2.666 -0.659
H 3.312 -2.625 -3.017
H 4.815 -1.705 -2.814
H 2.373 -0.253 -3.619
H 3.625 0.781 -2.897
H 1.979 0.763 -2.224
H 3.185 1.337 -0.332
H 3.421 0.782 1.327
H 2.006 2.968 0.964
H 1.383 1.747 2.081
H 0.058 1.779 -2.440
H -0.933 2.990 -3.252
H -1.708 1.567 -2.532
H -2.996 3.774 -1.042
H -1.860 4.825 -1.913
H -2.394 5.024 0.905
H -0.958 5.706 0.119
H -1.250 4.235 2.814
H 0.481 4.395 2.497
H -0.263 2.786 2.685
O -3.530 1.673 0.571
C -2.620 0.960 0.830
O -1.869 0.339 -0.139
C -2.103 0.626 2.187
C -2.881 0.891 3.315
C -2.354 0.586 4.542
C -1.049 0.061 4.628
C -0.453 -0.259 5.874
C 0.815 -0.754 5.926
C 1.550 -0.939 4.733
C 1.003 -0.644 3.515
C -0.316 -0.149 3.431
N -0.878 0.118 2.208
H -3.869 1.312 3.190
H -2.926 0.750 5.447
H -1.027 -0.095 6.777
H 1.275 -0.998 6.874
H 2.564 -1.313 4.797
H 1.573 -0.760 2.604
C 0.406 -4.213 0.466
As -0.822 -2.740 0.667
C -1.608 -3.024 2.403
C -2.239 -3.118 -0.587
O -0.044 -0.900 -1.595
H -0.198 -5.119 0.422
H 1.067 -4.277 1.327
H 0.976 -4.119 -0.455
H -2.003 -4.040 2.406
H -2.426 -2.327 2.577
H -0.855 -2.933 3.183
H -2.645 -4.100 -0.347
H -1.838 -3.118 -1.598
H -3.021 -2.367 -0.501
```


Entry 8:
DFT (the ωB97M-V functional and the def2-TZVPD basis) results for 2 unconnected molecules or ions with the total composition C3H5FO at a distorted geometry.

Gap between HOMO and LUMO (spin up / spin down) ... 8.8685 / 8.0147 eV
Total energy ... -292.23186 Ha

Geometry as XYZ:
```
10
C3H5FO | the Open Molecules 2025 dataset | the ωB97M-V functional and the def2-TZVPD basis
C 2.094 -0.923 0.241
C 0.939 -1.145 -0.343
C -1.583 -1.172 0.096
O -1.968 -0.222 0.949
F 0.822 -1.248 -1.714
H 2.904 -0.735 -0.494
H 2.458 -0.845 1.266
H -1.570 -2.238 0.427
H -1.534 -0.886 -0.920
H -2.178 -0.428 1.839
```


Entry 9:
DFT (the ωB97M-V functional and the def2-TZVPD basis) results for 16 unconnected molecules or ions with the total composition CH31O18 at a distorted geometry.

Gap between HOMO and LUMO ... 8.7743 eV
Total energy ... -1411.13945 Ha
Charge ... -1

Geometry as XYZ:
```
50
CH31O18 | the Open Molecules 2025 dataset | the ωB97M-V functional and the def2-TZVPD basis
C -0.364 -0.474 -0.422
O -0.947 -0.754 0.629
O 0.652 0.374 -0.415
O -0.512 -1.117 -1.491
H 0.919 0.684 0.457
O 0.436 -2.135 2.623
H 0.490 -1.982 3.572
H 0.463 -1.237 2.237
O 1.833 0.476 2.218
H 1.976 1.224 2.810
H 2.358 -0.205 2.623
O 2.775 -2.092 0.585
H 3.500 -2.672 0.313
H 2.719 -1.498 -0.193
O -2.625 -2.866 -0.377
H -2.254 -3.510 0.177
H -1.972 -2.171 -0.273
O 0.499 -3.230 -0.199
H 0.031 -2.528 -0.640
H 1.232 -2.801 0.261
O -1.858 -0.622 -3.580
H -1.344 -0.684 -2.744
H -2.496 -1.310 -3.410
O 1.753 3.141 -0.469
H 2.068 3.335 -1.341
H 0.848 2.962 -0.644
O -1.885 2.014 0.989
H -1.128 2.471 1.343
H -1.733 1.057 0.802
O 1.576 -2.019 -3.237
H 2.239 -1.567 -2.754
H 0.864 -1.719 -2.705
O 3.802 1.156 0.181
H 3.113 0.830 0.768
H 3.381 1.667 -0.476
O 0.714 1.120 -3.128
H 0.418 0.751 -2.323
H -0.108 1.243 -3.621
O -4.276 -0.248 0.490
H -3.697 -0.864 0.898
H -4.624 0.282 1.220
O -0.830 2.937 -1.439
H -1.159 3.757 -1.106
H -1.312 2.330 -0.942
O 0.419 3.133 1.995
H 0.184 4.054 2.198
H 0.983 3.263 1.261
O -2.482 -1.656 2.511
H -2.747 -0.865 2.986
H -1.891 -1.434 1.782
```